[1]
C30H54O27 | wB97M-V/def2-TZVPD

ORCA input file:
```
! RIJCOSX wB97M-V def2-TZVPD def2/J DEFGRID3
* xyz 0 1
C -4.66 -5.89 -0.09
C -3.77 -4.76 0.34
C -3.30 -3.95 -0.88
O -3.41 -2.59 -0.55
C -4.00 -2.48 0.68
O -4.09 -1.46 1.31
O -4.41 -3.67 1.11
H -4.04 -6.72 -0.20
H -5.30 -5.67 -0.96
H -5.30 -6.17 0.79
H -2.94 -5.13 0.99
H -3.86 -4.09 -1.77
H -2.27 -4.13 -1.01
C -0.72 -1.12 -2.23
C -1.55 0.12 -2.40
C -2.48 0.53 -1.23
O -2.00 1.81 -0.94
C -1.03 2.20 -1.82
O -0.46 3.29 -1.76
O -0.78 1.23 -2.61
H -1.42 -1.96 -2.14
H -0.06 -1.04 -1.41
H -0.10 -1.26 -3.16
H -2.09 0.05 -3.36
H -2.46 -0.13 -0.37
H -3.52 0.57 -1.59
C 3.48 -4.96 -3.11
C 2.51 -5.09 -2.01
C 1.97 -3.80 -1.58
O 0.56 -3.81 -1.89
C 0.29 -5.01 -2.51
O -0.86 -5.19 -2.93
O 1.30 -5.79 -2.49
H 3.70 -5.83 -3.79
H 4.47 -4.48 -2.80
H 3.05 -4.26 -3.85
H 2.88 -5.60 -1.11
H 2.36 -2.89 -1.97
H 2.00 -3.76 -0.48
C -0.10 6.73 5.02
O -0.60 5.67 4.20
C -1.20 6.04 3.15
O -1.50 7.37 2.84
O -1.54 5.05 2.42
C -1.48 5.21 1.02
H -0.99 7.26 5.33
H 0.44 7.44 4.33
H 0.41 6.44 5.97
H -2.14 5.87 0.58
H -1.72 4.19 0.53
H -0.47 5.60 0.73
C 2.30 4.34 0.32
O 3.13 5.02 -0.44
C 4.24 5.36 0.06
O 4.68 4.91 1.31
O 5.06 6.09 -0.76
C 6.17 6.77 -0.09
H 1.30 4.28 -0.14
H 2.33 4.63 1.38
H 2.62 3.29 0.11
H 5.69 7.41 0.71
H 6.72 7.25 -0.89
H 6.98 6.18 0.33
C -5.08 1.89 0.75
O -4.32 3.01 1.14
C -4.92 3.95 1.83
O -6.34 3.98 1.98
O -4.25 4.91 2.48
C -4.94 6.05 2.88
H -4.68 1.32 -0.08
H -6.12 2.08 0.49
H -5.29 1.40 1.73
H -4.27 6.50 3.57
H -5.91 5.95 3.29
H -5.09 6.65 1.90
C 0.45 -7.58 1.05
O -0.43 -6.56 1.02
C 0.01 -5.40 1.37
O 1.31 -5.14 1.64
O -0.95 -4.43 1.42
C -0.43 -3.18 1.23
H 0.04 -8.61 0.96
H 0.95 -7.64 1.99
H 1.34 -7.37 0.33
H -1.19 -2.38 1.06
H 0.04 -3.26 0.27
H 0.13 -2.80 2.08
C -1.81 0.98 2.04
O -0.82 0.07 1.66
C 0.31 0.47 1.30
O 0.70 1.83 1.26
O 1.24 -0.48 1.10
C 2.67 -0.11 0.96
H -2.76 0.42 1.97
H -1.71 1.91 1.43
H -1.60 1.34 2.97
H 3.23 0.07 1.97
H 2.63 0.79 0.31
H 3.14 -0.93 0.42
C 2.64 0.00 -3.05
O 3.73 -0.69 -2.39
C 4.80 -1.17 -3.01
O 5.06 -1.11 -4.38
O 5.55 -1.91 -2.25
C 6.75 -2.54 -2.80
H 2.03 -0.69 -3.62
H 3.06 0.86 -3.63
H 2.02 0.38 -2.20
H 6.35 -3.38 -3.44
H 7.21 -2.96 -1.87
H 7.48 -2.02 -3.33
*
```

## Properties
molar mass	846.7	g/mol
HOMO energy	-0.3523	hartree
structure (SMILES)	C[C@H]1COC(=O)O1.C[C@H]1COC(=O)O1.C[C@H]1COC(=O)O1.COC(=O)OC.COC(=O)OC.COC(=O)OC.COC(=O)OC.COC(=O)OC.COC(=O)OC
energy relative to the best compared isomer or geometry (same formula, charge and spin)	731.0	kJ/mol

Löwdin atomic charge list, values in e, 6 entries: -0.014, -0.255, -0.100, 0.037, -0.550, 0.128

[2]
C26H28GeKN2O4S | wB97M-V/def2-TZVPD

ORCA input file:
```
! RIJCOSX wB97M-V def2-TZVPD def2/J DEFGRID3
* xyz 0 2
K -2.23 -0.42 -0.32
O -5.35 -0.50 3.21
C -4.28 -0.28 2.37
O -4.43 -0.49 1.14
C -3.10 0.17 3.00
C -2.98 0.36 4.41
C -1.79 0.76 4.94
C -0.68 0.99 4.09
C -0.89 0.80 2.73
N -2.03 0.42 2.17
C 0.27 0.98 1.80
O 1.43 0.89 2.16
O -0.04 1.27 0.54
H -6.05 -0.82 2.63
H -3.84 0.17 5.04
H -1.69 0.90 6.01
H 0.29 1.27 4.46
C 2.56 2.97 0.25
Ge 1.46 1.57 -0.51
C 0.57 2.19 -2.13
C 1.28 2.27 -3.32
C 0.67 2.69 -4.49
C -0.68 3.04 -4.48
C -1.40 2.96 -3.30
C -0.78 2.55 -2.12
C 2.39 -0.12 -0.82
C 3.62 -0.28 -0.24
C 4.39 -1.45 -0.44
C 3.92 -2.44 -1.25
C 2.65 -2.33 -1.86
C 2.14 -3.38 -2.67
C 0.90 -3.29 -3.23
C 0.12 -2.13 -3.03
C 0.59 -1.10 -2.27
C 1.87 -1.17 -1.65
H 3.21 3.39 -0.51
H 3.15 2.60 1.09
H 1.90 3.76 0.62
H 2.33 1.97 -3.35
H 1.23 2.74 -5.41
H -1.16 3.36 -5.39
H -2.45 3.23 -3.28
H -1.36 2.49 -1.21
H 4.01 0.49 0.41
H 5.36 -1.54 0.03
H 4.50 -3.34 -1.41
H 2.75 -4.26 -2.82
H 0.51 -4.10 -3.84
H -0.85 -2.05 -3.50
H 0.01 -0.20 -2.16
C 1.01 -3.47 0.92
S -0.46 -2.54 1.36
C -0.19 -2.35 3.13
H 1.91 -2.87 1.09
H 0.95 -3.71 -0.14
H 1.07 -4.40 1.49
H -0.06 -3.33 3.59
H -1.08 -1.87 3.55
H 0.67 -1.72 3.32
N -3.76 2.07 -0.26
H -3.39 2.81 0.32
H -4.17 1.38 0.37
H -4.53 2.47 -0.80
*
```

## Properties
molar mass	576.3	g/mol
HOMO energy (alpha / beta)	-0.1784 / -0.3112	hartree
energy relative to the best compared isomer or geometry (same formula, charge and spin)	0.0	kJ/mol

natural (NBO) atomic charge list, values in e, 6 entries: 0.927, -0.705, 0.659, -0.793, -0.062, -0.199

[3]
C24H47AlF6N2O6PS3 | wB97M-V/def2-TZVPD

ORCA input file:
```
! RIJCOSX wB97M-V def2-TZVPD def2/J DEFGRID3
* xyz -1 1
C -2.88 0.17 0.44
C -1.97 0.77 -0.63
F -1.28 1.86 0.01
C -0.99 -0.21 -1.24
Al 0.91 0.07 -0.60
C 1.60 1.79 -1.36
C 2.97 2.31 -0.91
C 2.94 2.81 0.54
S 3.87 1.59 1.53
C 3.85 2.32 3.11
S 2.60 3.08 3.81
N 5.08 2.14 3.80
C 5.64 0.93 4.14
C 6.81 1.23 4.74
N 7.01 2.59 4.78
C 5.95 3.10 4.21
P 0.85 -0.11 1.81
S 2.11 -1.38 2.72
C 1.98 -1.55 -1.31
F 3.16 -1.85 -0.66
F 1.16 -2.66 -1.17
C 2.36 -1.52 -2.79
F 1.26 -1.42 -3.57
F 3.01 -2.64 -3.19
F 3.17 -0.47 -3.06
H -3.13 -0.87 0.22
H -2.34 0.20 1.39
H -3.78 0.76 0.58
H -2.57 1.25 -1.41
H -0.96 -0.11 -2.32
H -1.29 -1.22 -0.96
H 0.87 2.60 -1.25
H 1.67 1.60 -2.44
H 3.75 1.56 -1.07
H 3.27 3.17 -1.53
H 3.42 3.78 0.67
H 1.92 2.85 0.92
H 5.17 -0.02 3.92
H 7.53 0.53 5.14
H 5.74 4.15 4.04
H -0.46 -0.50 2.17
H 0.91 1.17 2.40
C 2.52 1.37 -5.37
O 1.56 2.20 -6.00
C 2.12 3.30 -6.70
C 2.17 3.05 -8.19
O 3.05 2.00 -8.53
C 2.41 0.77 -8.78
H 2.01 0.46 -5.06
H 3.33 1.10 -6.06
H 2.94 1.86 -4.49
H 3.12 3.52 -6.32
H 1.48 4.17 -6.51
H 2.53 3.96 -8.69
H 1.16 2.84 -8.56
H 1.89 0.79 -9.75
H 1.69 0.52 -7.99
H 3.17 0.00 -8.81
C -6.86 1.30 5.62
O -5.58 0.98 6.12
C -4.93 -0.05 5.39
C -3.90 0.49 4.43
O -4.50 1.26 3.40
C -4.38 2.65 3.59
H -7.18 2.23 6.10
H -6.84 1.46 4.54
H -7.59 0.52 5.85
H -5.67 -0.66 4.85
H -4.43 -0.70 6.12
H -3.38 -0.35 3.96
H -3.15 1.08 4.97
H -3.35 2.99 3.40
H -4.67 2.95 4.60
H -5.03 3.14 2.87
C -1.50 -4.33 -0.62
O -2.37 -3.94 0.43
C -3.54 -4.72 0.54
C -3.42 -5.73 1.67
O -2.42 -6.70 1.42
C -1.20 -6.44 2.09
H -0.55 -3.82 -0.47
H -1.33 -5.41 -0.62
H -1.92 -4.04 -1.59
H -3.75 -5.24 -0.40
H -4.37 -4.05 0.76
H -4.37 -6.26 1.78
H -3.22 -5.20 2.61
H -1.29 -6.65 3.17
H -0.88 -5.40 1.96
H -0.45 -7.10 1.67
*
```

## Properties
molar mass	727.8	g/mol
HOMO energy	-0.1715	hartree

Löwdin atomic charge list, values in e, 6 entries: -0.049, -0.428, -0.100, -0.175, 0.321, -0.232

[4]
C3H5ClS | wB97M-V/def2-TZVPD

ORCA input file:
```
! RIJCOSX wB97M-V def2-TZVPD def2/J DEFGRID3
* xyz 0 1
C -0.75 -1.28 0.46
C 0.15 -0.33 0.44
Cl 1.39 -0.41 1.70
C 0.10 0.87 -0.55
S -1.14 0.64 -1.80
H -0.64 -2.16 1.18
H -1.65 -1.19 -0.22
H 0.96 0.93 -1.05
H 0.02 1.79 0.03
H -1.27 1.88 -2.17
*
```

## Properties
molar mass	108.6	g/mol
HOMO energy	-0.3472	hartree
structure (SMILES)	C=C(Cl)CS
energy relative to the best compared isomer or geometry (same formula, charge and spin)	40.1	kJ/mol

natural (NBO) atomic charge list, values in e, 6 entries: -0.428, -0.017, -0.018, -0.563, -0.010, 0.228

[5]
C2H33NO18 | wB97M-V/def2-TZVPD

ORCA input file:
```
! RIJCOSX wB97M-V def2-TZVPD def2/J DEFGRID3
* xyz 0 1
O 1.84 1.46 0.91
C 2.03 1.49 -0.42
N 0.82 1.00 -1.13
C -0.07 0.10 -0.63
O 0.21 -0.56 0.42
O -1.14 -0.10 -1.28
H 3.00 0.86 -0.64
H 0.48 1.57 -1.98
H -0.55 -2.76 1.83
H -0.95 -1.65 0.70
H -2.01 -1.64 2.00
O -1.46 -2.35 1.32
H -1.22 -2.91 -2.50
H -1.44 -1.77 -1.46
O -1.43 -2.76 -1.61
H 1.07 -3.17 1.08
H 1.23 -2.09 2.25
O 0.84 -2.96 2.08
H 2.44 -1.45 -1.79
H 1.40 -0.97 -2.81
O 1.90 -1.74 -2.53
H -2.58 2.61 0.32
H -1.91 3.17 -0.89
O -2.01 3.30 0.08
H -0.86 0.03 -4.60
H -0.81 0.04 -3.04
O -0.39 0.44 -3.81
H 2.92 -0.65 2.81
H 1.91 0.07 1.89
O 1.98 -0.61 2.62
H 2.82 -2.17 0.22
H 1.85 -1.01 0.28
O 2.76 -1.29 -0.02
H 0.32 0.41 3.34
H -0.09 0.43 1.86
O -0.36 0.74 2.71
H 1.30 -2.83 -1.29
H -0.01 -3.38 -0.81
O 0.95 -3.35 -0.56
H -1.89 -0.07 2.89
H -3.00 -0.10 1.86
O -2.65 -0.61 2.66
H -0.26 2.57 2.37
H -0.64 3.32 1.09
O 0.09 3.20 1.73
H -1.67 1.40 -2.05
H -1.40 2.27 -3.24
O -1.88 2.23 -2.38
H -3.99 0.41 -0.14
H -2.46 0.30 -0.28
O -3.20 0.58 0.32
H 1.77 3.46 -0.40
H 1.10 2.21 1.25
O 2.27 2.77 -0.91
*
```

## Properties
molar mass	359.3	g/mol
HOMO energy	-0.3990	hartree
energy relative to the best compared isomer or geometry (same formula, charge and spin)	0.0	kJ/mol

natural (NBO) atomic charge list, values in e, 6 entries: -0.799, 0.526, -0.705, 0.930, -0.814, -0.866

[6]
C2H7NO | wB97M-V/def2-TZVPD

ORCA input file:
```
! RIJCOSX wB97M-V def2-TZVPD def2/J DEFGRID3
* xyz 0 1
C -1.13 1.66 -0.03
O -0.40 1.59 0.93
H -2.13 2.11 0.09
H -0.91 1.11 -0.96
C 0.44 -2.09 -0.32
N 0.91 -0.71 -0.49
H 1.00 -2.68 0.41
H 0.50 -2.62 -1.28
H -0.61 -2.10 -0.02
H 0.62 -0.15 0.31
H 1.92 -0.74 -0.40
*
```

## Properties
molar mass	61.1	g/mol
HOMO energy	-0.3423	hartree
structure (SMILES)	C=O.CN
energy relative to the best compared isomer or geometry (same formula, charge and spin)	127.9	kJ/mol

natural (NBO) atomic charge list, values in e, 6 entries: 0.275, -0.516, 0.108, 0.138, -0.414, -0.848

[7]
C4H8NO | wB97M-V/def2-TZVPD

ORCA input file:
```
! RIJCOSX wB97M-V def2-TZVPD def2/J DEFGRID3
* xyz 1 3
C -0.02 0.96 2.53
C -0.06 0.09 1.65
C 0.22 -1.44 -0.34
C -0.51 -0.60 0.54
N 0.71 0.86 -1.67
O -1.79 -0.27 0.22
H 0.28 1.46 3.34
H 1.21 -1.74 0.17
H 0.44 -0.67 -1.17
H -0.37 -2.33 -0.84
H 1.60 1.26 -1.20
H 0.85 0.83 -2.64
H -0.21 1.32 -1.41
H -2.33 0.27 0.83
*
```

## Properties
molar mass	86.1	g/mol
HOMO energy (alpha / beta)	-0.4131 / -0.5262	hartree
energy relative to the best compared isomer or geometry (same formula, charge and spin)	212.4	kJ/mol

Löwdin atomic charge list, values in e, 6 entries: 0.203, -0.063, 0.023, -0.456, 0.274, 0.051

[8]
C22H22Cl6N4 | wB97M-V/def2-TZVPD

ORCA input file:
```
! RIJCOSX wB97M-V def2-TZVPD def2/J DEFGRID3
* xyz 0 1
Cl -6.04 3.50 0.23
C -4.85 2.78 -0.84
Cl -4.88 3.52 -2.45
Cl -5.13 1.03 -0.99
H -3.86 2.95 -0.45
Cl 0.20 -0.39 -2.25
C -1.16 0.16 -1.28
Cl -1.72 1.74 -1.86
Cl -0.72 0.24 0.42
H -2.00 -0.52 -1.41
C 2.28 0.49 2.75
C 2.61 1.09 1.56
C 3.64 2.03 1.59
N 4.32 2.35 2.68
C 3.99 1.74 3.82
C 3.00 0.79 3.90
H 1.50 -0.27 2.81
H 2.11 0.83 0.64
H 3.88 2.52 0.65
H 4.60 2.05 4.67
H 2.74 0.24 4.79
C 0.06 -0.69 6.20
C -0.54 -0.12 5.10
C -0.81 -0.91 3.99
N -0.67 -2.23 4.00
C -0.09 -2.77 5.06
C 0.30 -2.05 6.19
H 0.29 -0.10 7.08
H -0.75 0.95 5.07
H -1.31 -0.45 3.15
H -0.02 -3.85 5.04
H 0.70 -2.61 7.02
C -3.69 -4.55 -2.27
C -2.71 -3.94 -3.03
C -2.72 -2.55 -3.09
N -3.48 -1.80 -2.30
C -4.37 -2.40 -1.53
C -4.56 -3.77 -1.54
H -3.70 -5.63 -2.16
H -1.98 -4.49 -3.60
H -2.02 -2.02 -3.72
H -4.88 -1.82 -0.76
H -5.31 -4.21 -0.90
C 2.93 3.00 -5.29
C 4.28 3.03 -4.98
C 4.81 1.95 -4.28
N 4.12 0.88 -3.98
C 2.82 0.87 -4.25
C 2.18 1.92 -4.91
H 2.50 3.80 -5.89
H 4.91 3.85 -5.29
H 5.87 1.98 -4.02
H 2.25 -0.01 -3.97
H 1.12 1.85 -5.10
*
```

## Properties
molar mass	555.2	g/mol
HOMO energy	-0.3503	hartree
structure (SMILES)	ClC(Cl)Cl.ClC(Cl)Cl.c1ccncc1.c1ccncc1.c1ccncc1.c1ccncc1
energy relative to the best compared isomer or geometry (same formula, charge and spin)	8.0	kJ/mol

natural (NBO) atomic charge list, values in e, 6 entries: 0.029, -0.282, 0.008, 0.012, 0.233, 0.009

Number 1: DFT total energy -87258.3678 eV. Number 2: DFT total energy -122266.1211 eV. Number 3: DFT total energy -105611.5133 eV. Number 4: DFT total energy -26548.5564 eV. Number 5: DFT total energy -40958.1486 eV. Number 6: DFT total energy -5723.9157 eV. Number 7: DFT total energy -7801.5157 eV. Number 8: DFT total energy -104264.6821 eV.